(1)
Molecular formula: C4H5NO
Method: DFT, the ωB97M-V functional and the def2-TZVPD basis

```
11
Properties=species:S:1:pos:R:3:forces:R:3
O 0.886610 -0.849895 -0.083713 -3.89 -0.34 -1.81
N 1.712113 1.696392 1.932922 -0.26 0.11 -1.46
C -1.396649 -1.048767 -1.133331 0.08 -0.65 1.63
C -0.817035 1.026282 -0.125136 -0.30 1.76 0.42
C 0.941600 1.763617 1.040895 0.92 -0.46 1.45
C -0.376322 -0.158421 -0.428256 2.11 -2.89 0.53
H -1.589144 -0.727587 -2.124462 0.09 -0.01 -1.04
H -1.000475 -2.071563 -1.043552 -0.01 0.33 -0.51
H -2.366389 -1.101491 -0.614931 0.37 0.35 -0.02
H 1.368919 -0.128234 0.221865 1.83 1.60 0.92
H 2.636773 1.599665 2.357700 -0.94 0.19 -0.11
```
Forces are in eV/Å.

Summary:
Frontier orbital gap = 9.2779 eV
Energy relative to the best compared isomer or geometry (same formula, charge and spin) = 139.9 kcal per mole
Maximum force = 4.30 eV/Å

(2)
Molecular formula: C5H4N4
Method: DFT, the ωB97M-V functional and the def2-TZVPD basis

```
13
Properties=species:S:1:pos:R:3:forces:R:3
N -0.749251 0.020464 1.212299 -0.01 -0.54 -3.35
N 0.468104 0.491386 1.290160 1.15 0.03 -2.98
N 0.724135 0.254619 -1.239650 0.65 0.66 3.15
N -0.493537 -0.216646 -1.319427 -0.70 0.07 3.35
C -2.653453 -0.968639 -0.176898 0.52 1.01 0.73
C 2.676371 1.090465 0.167407 5.65 -0.45 0.55
C 1.138500 0.559917 0.062284 3.06 1.40 0.20
C 3.989054 1.258655 0.283961 -7.08 -2.05 -0.94
C -1.145311 -0.323492 -0.085379 -2.86 -1.38 -0.34
H 5.135907 1.089651 0.287959 -2.75 0.78 0.05
H -3.377747 -0.182481 0.285301 1.26 -1.36 -0.86
H -2.747160 -1.910808 0.498313 0.37 1.61 -1.37
H -2.965610 -1.163091 -1.266324 0.73 0.21 1.80
```
Forces are in eV/Å.

Summary:
Frontier orbital gap = 8.8942 eV
SMILES = C#Cc1nnc(C)nn1
Energy relative to the best compared isomer or geometry (same formula, charge and spin) = 164.3 kcal per mole
Maximum force = 7.43 eV/Å

(3)
Molecular formula: C15H20ClIN2O4
Method: DFT, the ωB97M-V functional and the def2-TZVPD basis

```
43
Properties=species:S:1:pos:R:3:forces:R:3
I -3.323232 1.552673 4.573055 1.16 -0.39 -1.30
Cl 1.317952 3.523925 1.260134 -1.64 -2.47 0.14
O -1.781806 -3.731573 -3.622118 -0.07 0.14 0.17
O -2.831589 -2.625991 -2.092846 -0.16 0.18 0.68
O -0.500128 -2.438045 3.133471 -4.11 -0.80 -1.35
O -1.360952 -1.636142 -3.332125 0.12 0.31 0.22
N 0.220006 0.894646 0.712269 -2.16 0.72 2.55
N -1.990779 -2.666749 -3.019362 0.37 -0.42 -0.64
C 0.919460 1.633808 -1.692923 0.32 -0.43 -1.02
C -0.743394 -0.172423 0.955260 -0.82 -0.01 1.22
C -1.444885 -2.708901 4.415724 3.16 0.29 -5.20
C 0.276617 -2.476192 0.063836 -1.28 2.30 0.13
C -0.741564 -1.491889 0.038805 1.83 -1.16 0.36
C 3.571909 1.533000 -2.198876 -0.67 0.56 -0.60
C 2.194908 2.391378 -2.365221 0.19 -0.09 -0.83
C 0.174808 2.106353 1.530573 -2.74 -0.61 2.20
C -2.868977 -1.278977 2.388545 2.26 -1.97 -0.18
C -1.825335 -0.102365 2.101427 0.94 2.82 0.25
C -1.896043 1.183429 2.984654 3.26 -0.31 -3.40
C -0.858809 2.306713 2.685383 0.48 -2.68 -2.24
C 1.284845 0.830419 -0.349776 1.56 -0.39 -0.81
C 2.007261 2.561575 -3.980111 0.88 0.05 0.73
C -1.956842 -2.684880 2.806170 1.63 0.90 2.87
H 0.015431 2.326461 -1.563614 1.42 -0.88 -0.03
H 0.610769 0.835193 -2.475488 0.25 1.24 1.40
H -0.822188 -3.664112 4.600672 -2.02 1.50 1.14
H -3.516023 -1.119703 3.312424 0.85 0.26 -1.57
H -3.472945 -1.573364 1.456726 0.88 0.70 1.40
H -2.284593 -3.729898 2.313631 1.06 2.65 1.16
H 1.520334 -0.254467 -0.672758 -0.88 1.75 0.99
H -1.641140 -1.661187 -0.660204 0.98 0.38 1.02
H 3.957702 1.531490 -1.122681 -0.49 -0.25 -1.58
H 2.256843 1.194240 0.164115 -1.79 -0.34 -0.89
H 1.282785 3.400089 -4.253088 0.75 -1.41 0.36
H 3.333236 0.490346 -2.614200 0.52 1.27 0.92
H 1.240673 -2.318706 0.663782 -1.67 -0.34 -0.75
H 0.209480 -3.432080 -0.557543 -0.15 1.67 0.86
H 4.387939 1.963329 -2.898927 -1.35 -0.57 1.34
H 3.052746 2.884414 -4.363062 -1.80 -0.51 0.43
H 2.291127 3.459971 -1.961979 0.04 -1.61 -0.24
H -1.175655 -1.670533 4.800833 -1.35 -1.82 0.71
H 1.748717 1.549297 -4.460048 0.19 1.65 0.65
H -0.838665 3.285427 3.295464 0.04 -1.87 -1.27
```
Forces are in eV/Å.

Summary:
Frontier orbital gap = 4.9890 eV
Maximum force = 6.09 eV/Å

(4)
Molecular formula: C4H2F2O
Method: DFT, the ωB97M-V functional and the def2-TZVPD basis

```
9
Properties=species:S:1:pos:R:3:forces:R:3
F 1.027389 0.518496 1.746898 0.55 0.94 1.16
F 0.287523 -1.348783 1.050799 0.13 -0.08 -0.49
O -1.761141 -0.768631 -1.046364 1.90 0.80 4.07
C -0.357841 0.592638 -0.182230 -3.12 -1.88 -2.41
C 2.081880 0.524828 -1.243233 0.36 -0.08 -0.18
C 0.498478 -0.074160 0.715313 -0.12 -1.49 1.15
C 0.973337 0.331879 -0.638630 0.09 -0.32 -0.85
H -0.776273 1.572667 -0.212580 -0.58 0.23 0.12
H -1.973351 -1.348933 -0.189974 0.78 1.90 -2.56
```
Forces are in eV/Å.

Summary:
Frontier orbital gap (spin up / spin down) = 8.6289 / 8.6865 eV
Energy relative to the best compared isomer or geometry (same formula, charge and spin) = 174.5 kcal per mole
Maximum force = 4.56 eV/Å

(5)
Molecular formula: C36H40MnP2
Method: DFT, the ωB97M-V functional and the def2-TZVPD basis

```
79
Properties=species:S:1:pos:R:3:forces:R:3
Mn -0.300650 1.832519 -0.114546 0.63 -1.12 1.29
P 2.285834 -0.124316 1.322860 -2.56 -1.26 -0.59
P -1.753232 -0.647989 1.013826 0.53 -0.49 -0.94
C -2.900251 -2.630330 2.632159 -0.13 0.56 -0.67
C 3.268151 4.203002 0.127928 -0.45 -0.04 0.14
C -3.594798 -4.351206 0.536656 0.05 0.01 0.43
C 6.171331 -1.597784 1.576966 -0.18 -0.40 0.03
C 3.281997 3.154252 -0.787131 0.28 -0.04 0.19
C -3.229544 2.895322 0.180607 -0.64 -0.55 -1.13
C 0.857346 1.469877 -2.742842 0.80 -0.36 -1.04
C 3.761735 -1.169633 1.530251 0.90 -0.63 -0.04
C -2.565911 -2.270293 1.311841 -0.07 -1.28 -1.24
C -1.301933 1.207930 2.289436 1.35 1.16 1.27
C -4.014836 -4.628942 1.842917 0.26 0.24 0.35
C 4.676694 -3.338547 2.229440 -0.41 -0.18 0.01
C 1.126467 -0.769103 0.138866 2.53 0.31 0.26
C 2.949603 3.949266 1.465875 0.31 -0.08 -0.26
C -2.830115 -3.202862 0.285779 -0.82 -0.32 0.35
C 3.067102 1.850671 -0.354511 0.07 0.29 0.09
C 5.089509 -0.742370 1.321975 -0.03 -0.06 -0.17
C 0.278032 -0.784479 -3.778278 0.01 0.03 -0.49
C 0.996551 0.136718 -2.820588 0.98 -0.40 -0.14
C -1.128959 -1.244694 -3.338562 0.14 -0.46 0.04
C 0.114058 2.199951 -3.845974 0.35 0.65 0.80
C -5.124929 1.379464 0.266554 -0.07 -0.40 0.24
C -0.253873 -1.061341 0.075583 -1.27 -0.56 0.25
C -2.048752 1.050325 -2.934146 -1.26 -0.75 -0.15
C 2.697742 2.647747 1.893989 0.09 -0.17 0.10
C -4.269454 0.247827 0.303960 -0.53 1.35 -0.65
C -1.307312 1.722801 -4.076122 -0.96 -0.15 0.28
C 2.761518 1.576860 0.984037 0.40 0.65 -0.34
C -2.473469 1.795589 -0.257547 0.46 -0.83 2.32
C -1.906332 -0.242616 -2.546162 -1.36 1.02 -1.44
C -3.640689 -3.779333 2.893028 0.03 -0.13 -0.21
C 5.983054 -2.915828 2.007944 -0.27 0.67 0.49
C -4.600308 2.687081 0.311474 0.23 0.23 0.70
C -2.881294 0.458470 0.140257 -1.19 -0.17 -0.37
C 1.393311 -0.088696 2.860877 0.63 -0.05 0.38
C 3.582757 -2.506052 1.968014 -0.10 0.22 -0.25
H -1.920707 2.583467 -4.344301 0.06 -0.06 -0.33
H -2.976169 1.611650 -2.597900 1.45 -0.75 -0.06
H -4.595155 -5.520753 2.086726 0.09 0.25 -0.27
H 1.574455 2.051923 -2.139410 -0.64 -0.36 -0.38
H -2.760536 3.869670 0.337527 -0.29 -0.10 -0.54
H 3.457872 3.328328 -1.844164 0.10 0.10 0.14
H 5.311772 0.244254 0.898329 -0.24 -0.25 0.41
H -2.612266 -1.946707 3.429874 -0.18 -0.11 -0.04
H -0.443141 -1.920897 -0.577802 0.04 0.31 -0.02
H -1.759295 -1.523111 -4.213643 0.49 0.33 0.17
H 4.502786 -4.338057 2.636657 -0.05 0.29 -0.29
H 3.433609 5.223581 -0.210663 0.02 -0.20 0.09
H -2.676553 -0.651884 -1.890245 0.41 0.18 -0.02
H -6.216337 1.261471 0.321727 0.55 -0.10 -0.05
H -2.371186 1.405234 2.357295 -0.01 -0.11 -0.31
H 0.094181 3.261014 -3.593000 -0.03 0.06 0.06
H -1.319564 1.020410 -4.896274 -0.11 -0.06 -0.49
H 2.151097 0.070624 3.639983 -0.63 0.00 0.25
H 3.091691 1.051979 -1.090887 -0.03 -0.02 0.18
H 6.823907 -3.572331 2.276109 -0.40 0.43 -0.34
H 1.845361 -0.375203 -2.349804 -0.64 0.52 0.42
H 2.921142 4.769150 2.179937 -0.07 -0.17 -0.13
H 0.842140 -1.029898 2.967026 0.41 0.00 0.12
H 7.186159 -1.246574 1.466608 0.02 0.20 -0.22
H 0.690760 2.150518 -4.790406 -0.17 -0.18 0.39
H -3.946360 -3.992147 3.919255 0.12 -0.06 -0.31
H -4.694156 -0.761155 0.366932 0.23 0.41 0.31
H 1.722868 -1.279107 -0.637185 -0.35 0.22 0.40
H 0.889143 -1.685259 -3.952684 -0.11 0.38 0.07
H -0.833995 2.073152 2.802250 0.25 0.29 0.04
H -5.218850 3.575407 0.493460 -0.02 -0.62 0.01
H 2.569246 -2.920286 2.046971 0.39 0.29 0.17
H -1.093465 0.308903 2.898343 -0.16 1.26 0.40
H -1.716986 1.916283 -1.085252 -0.22 0.47 -0.20
H -2.504856 -3.039571 -0.739546 -0.03 0.25 0.15
H -1.052973 -2.202864 -2.808268 0.13 0.29 0.23
H 2.458197 2.487273 2.946930 -0.01 -0.09 -0.35
H 0.208397 -0.263763 -4.741045 0.01 -0.20 0.05
H -3.890723 -5.035946 -0.262651 0.26 0.27 0.15
H 0.612308 0.671946 2.776519 0.60 0.13 0.24
```
Forces are in eV/Å.

Summary:
Frontier orbital gap (spin up / spin down) = 4.9622 / 5.2123 eV
Energy relative to the best compared isomer or geometry (same formula, charge and spin) = 122.3 kcal per mole
Maximum force = 2.92 eV/Å
2S+1 = 6
Expectation value of S² = 9.0434

(6)
Molecular formula: C10H17O2S
Method: DFT, the ωB97M-V functional and the def2-TZVPD basis

```
30
Properties=species:S:1:pos:R:3:forces:R:3
S -2.581119 -1.415571 1.344602 -1.60 2.13 -1.59
O -2.032694 -2.077052 2.513463 1.29 -1.17 1.74
O -3.510553 -2.318200 0.580914 1.23 0.28 -0.27
C 1.685650 -0.945826 -1.175713 0.62 4.36 -0.79
C 0.932900 0.282718 -0.626470 -0.33 -1.32 1.80
C -0.363582 0.679353 -1.372149 1.00 -1.27 -1.28
C 0.851060 -0.671558 1.906875 0.94 0.23 -0.30
C -1.017394 1.723604 -0.484624 1.21 1.42 -0.48
C 0.165061 -0.047240 0.720817 -1.29 -1.97 -1.07
C -1.283782 -0.599412 -1.171895 -0.70 -0.44 -0.72
C 2.000885 1.344893 -0.576362 -1.58 0.54 -0.05
C -0.958494 -1.132589 0.275748 0.54 -0.37 -1.74
C -0.601749 1.233933 0.943493 -2.73 -0.65 -0.10
H -2.328969 -0.222749 -1.094007 0.40 -0.41 -0.53
H -0.666388 2.779124 -0.712660 -0.04 -1.07 0.40
H 2.616827 -1.031111 -0.650599 0.47 -0.35 0.32
H 1.062644 -1.723122 -1.032321 -1.63 -3.17 -0.43
H 1.901609 -0.517324 -2.175633 -0.01 -1.54 -0.12
H 1.834095 -1.203078 1.612072 -1.85 0.25 0.59
H -2.054539 1.744879 -0.778583 -0.60 -0.04 0.68
H 2.817036 1.117492 0.073199 0.60 -0.25 0.38
H -1.513150 1.064108 1.582720 0.92 0.20 -0.45
H -0.103507 0.988650 -2.447372 -0.82 -0.40 1.27
H 0.021271 1.919791 1.416805 1.03 1.51 0.88
H -1.263382 -1.380458 -2.033142 0.17 1.28 1.54
H 1.565887 2.287943 -0.314604 -0.02 0.80 0.34
H -0.623527 -2.207322 0.294685 0.26 0.99 -0.16
H 0.031977 -1.213654 2.410812 1.04 -0.56 0.06
H 2.293043 1.419827 -1.601496 0.87 0.36 -0.69
H 1.122884 0.119952 2.571426 0.60 0.62 0.77
```
Forces are in eV/Å.

Summary:
Frontier orbital gap = 6.1348 eV
Energy relative to the best compared isomer or geometry (same formula, charge and spin) = 0.0 kcal per mole
Total charge = -1
Maximum force = 4.47 eV/Å